{
  "formula": "C4H9N",
  "method": "ωB97M-V with the def2-TZVPD basis set",
  "symbols": ["H", "C", "H", "C", "H", "H", "N", "H", "C", "H", "H", "H", "H", "C"],
  "xyz": [[-1.295, -2.479, 0.860], [-0.386, -0.695, 0.204], [-0.926, -0.412, -1.903], [1.237, 2.600, -0.068], [-0.737, -0.238, 2.034], [0.806, 3.472, -0.552], [-0.394, 0.140, 1.157], [0.742, -1.131, -1.619], [-0.656, -2.078, 0.073], [-0.250, -2.837, -0.576], [0.824, 1.665, -0.425], [0.948, 2.617, 0.982], [2.322, 2.576, -0.140], [-0.128, -0.640, -1.206]],
  "forces_ev_per_angstrom": [[-1.20, 0.17, -0.90], [2.71, -0.67, 1.20], [0.28, 0.85, -0.01], [0.00, -0.08, 0.63], [0.26, -0.39, -0.02], [0.09, -0.08, -0.24], [-0.93, 1.04, -0.35], [-0.02, -0.09, 0.08], [0.09, -0.38, 0.19], [1.00, 0.20, 0.38], [-0.08, 0.04, -0.38], [0.12, 0.12, 0.02], [0.00, 0.16, -0.11], [-2.31, -0.90, -0.49]],
  "nbo_charge": [0.2290, 0.1530, 0.2192, -0.8434, 0.3407, 0.2060, -0.6670, 0.2152, -0.5024, 0.2337, 0.2104, 0.2263, 0.2025, -0.2232],
  "orbital_gap_ev": 7.7928,
  "e_lumo_ev": -0.5,
  "energy_ev": -5779.5470,
  "relative_energy_ev": 4.265
}